C3H4ClN3O2 | ωB97M-V/def2-TZVPD

Computed properties:
- HOMO (spin up / spin down): -9.162 / -9.156 eV
- E_LUMO (spin up / spin down): -1.95 / -1.95 eV
- F_max: 0.0675 Eh/bohr
- Electronic energy: -891.39630 Ha
- ΔE to the lowest compared entry with this formula, charge and spin: 48.9 kcal/mol
- Orbital gap (spin up / spin down): 7.214 / 7.204 eV

ORCA input file:
```
! wB97M-V def2-TZVPD RIJCOSX def2/J DEFGRID3
* xyz 0 1
C 0.6490 0.0234 2.0229
H 0.6315 1.2884 -0.8902
C -0.0722 0.6700 -0.3597
H 0.4024 -1.0306 -1.4922
H -1.0107 -1.1824 -0.6969
Cl 1.8792 0.7926 2.9933
O -2.1889 0.9474 0.4767
N 0.8445 -1.1476 1.4813
N 0.4065 -1.6477 0.4804
O -0.9645 2.5992 0.0177
H -0.3475 0.3179 2.4031
N -1.1259 1.3878 0.1305
C -0.0818 -0.7668 -0.6208
*
```